# 1
This record from the Open Molecules 2025 dataset describes a 4-piece molecular cluster, C16H30N2O9P overall at a distorted geometry. The level of theory is wB97M-V/def2-TZVPD.

## Properties
Strongest force on any atom in eV Å⁻¹: 6.36
Lowest unoccupied orbital energy in eV: -5.405
Calculated total energy in Eh: -1755.2900
Frontier orbital gap in eV: 6.7
Spin multiplicity: 1
HOMO level in Ha: -0.44660
Charge: +1

The geometry in XYZ format:
```
58
C16H30N2O9P wB97M-V/def2-TZVPD
C 5.64 2.62 -1.90
C 4.89 1.84 -0.71
P 4.04 0.22 -1.27
C 4.99 -0.57 -2.74
C 2.25 0.65 -1.83
C 1.98 2.14 -2.08
C 0.47 2.37 -2.48
C -0.30 1.03 -2.49
N 0.11 -0.28 -2.26
N 1.38 -0.46 -1.93
H 6.13 3.55 -1.43
H 4.93 3.01 -2.71
H 6.50 1.99 -2.33
H 5.70 1.52 0.04
H 4.07 2.47 -0.21
H 4.30 -0.79 -3.63
H 5.35 -1.59 -2.34
H 5.93 0.01 -3.02
H 2.72 3.00 -2.00
H 0.03 3.40 -2.70
H -1.42 1.13 -2.74
H 1.71 -1.42 -1.72
C -7.49 1.00 -1.38
O -6.34 1.75 -1.00
C -5.26 1.00 -0.73
O -5.20 -0.21 -0.79
O -4.25 1.82 -0.38
C -3.04 1.15 -0.07
H -8.30 1.71 -1.57
H -7.30 0.44 -2.30
H -7.80 0.33 -0.58
H -2.67 0.59 -0.94
H -3.17 0.48 0.78
H -2.29 1.90 0.19
C 2.16 0.36 2.18
O 2.79 0.34 3.46
C 3.04 1.57 3.96
O 2.79 2.62 3.42
O 3.63 1.42 5.15
C 3.96 2.65 5.80
H 2.00 -0.68 1.88
H 1.19 0.85 2.24
H 2.80 0.84 1.44
H 3.06 3.23 6.00
H 4.67 3.22 5.21
H 4.42 2.40 6.76
C -2.94 -6.50 1.75
O -2.69 -5.23 1.15
C -3.73 -4.72 0.48
O -4.82 -5.23 0.37
O -3.36 -3.53 -0.04
C -4.38 -2.87 -0.78
H -2.03 -6.81 2.26
H -3.74 -6.41 2.50
H -3.19 -7.24 1.00
H -5.24 -2.64 -0.14
H -4.69 -3.47 -1.64
H -3.97 -1.93 -1.15
```

# 2
This record from the Open Molecules 2025 dataset describes C44H33IrN5O3PS3 as an isolated structure at a distorted geometry. The level of theory is wB97M-V/def2-TZVPD.

## Properties
Strongest force on any atom in eV Å⁻¹: 2.26
Lowest unoccupied orbital energy (spin up / spin down) in eV: -1.169 / -1.217
Calculated total energy in Eh: -3836.1546
Frontier orbital gap (spin up / spin down) in eV: 5.9 / 5.6
Energy above the lowest of the compared OMol25 structures with the same formula, charge and spin in kcal per mole: 133.2
Spin multiplicity: 1
HOMO level (spin up / spin down) in Ha: -0.25795 / -0.25194
Charge: 0

The geometry in XYZ format:
```
90
C44H33IrN5O3PS3 wB97M-V/def2-TZVPD
Ir 0.00 -0.03 0.16
O 1.98 0.15 1.67
S 3.08 0.67 0.83
O 4.34 0.00 0.95
O 2.61 0.90 -0.55
C 3.26 2.35 1.36
C 4.36 2.85 2.02
C 4.41 4.20 2.32
C 3.35 5.02 1.96
C 2.23 4.51 1.32
C 2.17 3.15 1.01
P 0.67 2.46 0.15
C 0.82 3.22 -1.50
C -0.29 3.46 -2.30
C -0.14 4.00 -3.57
C 1.12 4.27 -4.07
C 2.24 3.99 -3.30
C 2.09 3.48 -2.02
C -0.48 3.55 1.10
C -0.42 3.35 2.48
C -1.19 4.10 3.35
C -2.05 5.07 2.84
C -2.11 5.28 1.48
C -1.34 4.52 0.61
H 5.17 2.18 2.28
H 5.27 4.62 2.83
H 3.38 6.08 2.19
H 1.41 5.16 1.07
H -1.28 3.23 -1.93
H -1.02 4.21 -4.17
H 1.23 4.68 -5.06
H 3.23 4.18 -3.69
H 2.97 3.27 -1.43
H 0.26 2.60 2.87
H -1.14 3.93 4.42
H -2.64 5.68 3.52
H -2.78 6.03 1.08
H -1.39 4.72 -0.45
S -1.70 0.51 4.45
C -0.43 -0.66 4.69
C 0.14 -1.08 5.88
C 1.15 -2.02 5.82
C 1.58 -2.53 4.59
C 1.03 -2.09 3.40
C 0.01 -1.14 3.45
N -0.65 -0.59 2.37
C -1.54 0.29 2.73
C -2.29 1.01 1.72
C -3.44 1.75 2.00
C -4.13 2.36 0.97
C -3.70 2.20 -0.34
C -2.54 1.49 -0.62
C -1.79 0.92 0.40
H -0.18 -0.66 6.83
H 1.61 -2.37 6.73
H 2.38 -3.26 4.57
H 1.40 -2.43 2.45
H -3.77 1.84 3.03
H -5.02 2.93 1.19
H -4.26 2.65 -1.15
H -2.23 1.34 -1.65
S -1.76 -1.39 -0.94
C -1.09 -2.95 -0.50
N -1.95 -3.94 -0.63
N -1.69 -5.16 -0.18
C -1.06 -5.59 0.98
C -0.91 -6.97 1.18
C -0.36 -7.44 2.36
C 0.05 -6.56 3.35
C -0.09 -5.19 3.15
C -0.64 -4.70 1.98
N 0.20 -3.09 -0.25
N 0.94 -2.04 -0.37
C 2.29 -2.35 -0.55
C 2.89 -3.38 0.18
C 4.22 -3.69 -0.02
C 4.95 -3.00 -0.98
C 4.34 -2.03 -1.75
C 3.01 -1.70 -1.55
H -2.24 -5.85 -0.67
H -1.23 -7.65 0.41
H -0.24 -8.51 2.50
H 0.45 -6.94 4.28
H 0.22 -4.50 3.92
H -0.77 -3.64 1.84
H 2.29 -3.92 0.91
H 4.69 -4.47 0.56
H 6.00 -3.23 -1.12
H 4.90 -1.53 -2.53
H 2.52 -0.97 -2.16
```

# 3
This record from the Open Molecules 2025 dataset describes C35H28F6N7PbSSb as an isolated structure. The level of theory is wB97M-V/def2-TZVPD.

## Properties
Strongest force on any atom in eV Å⁻¹: 0.85
Lowest unoccupied orbital energy (spin up / spin down) in eV: -9.885 / -11.975
Calculated total energy in Eh: -3163.4478
Frontier orbital gap (spin up / spin down) in eV: 5.9 / 3.8
Energy above the lowest of the compared OMol25 structures with the same formula, charge and spin in kcal per mole: 29.5
⟨S²⟩: 0.767
Spin multiplicity: 2
HOMO level (spin up / spin down) in Ha: -0.58144 / -0.58144
Charge: +3

The geometry in XYZ format:
```
79
C35H28F6N7PbSSb wB97M-V/def2-TZVPD
Pb -0.12 -0.05 0.18
C -2.04 -0.16 4.47
C -1.34 -0.58 3.33
N -0.89 0.32 2.47
C -1.09 1.63 2.73
C -1.82 2.01 3.84
N -2.30 1.11 4.70
C -0.35 2.59 1.86
C -0.30 3.96 1.99
C 0.62 4.69 1.24
C 1.54 4.00 0.43
C 1.43 2.63 0.34
N 0.45 1.99 0.98
C 2.43 1.68 -0.23
C 3.73 2.04 -0.56
N 4.67 1.12 -0.79
C 4.33 -0.15 -0.72
C 3.01 -0.55 -0.47
N 2.09 0.38 -0.23
C 0.68 6.17 1.34
C 0.92 6.93 0.20
C 0.96 8.31 0.33
N 0.79 8.90 1.50
C 0.57 8.19 2.60
C 0.50 6.81 2.56
H -2.40 -0.89 5.19
H -1.17 -1.62 3.11
H -2.01 3.05 4.07
H -0.96 4.48 2.68
H 2.34 4.54 -0.06
H 4.04 3.07 -0.58
H 5.11 -0.89 -0.86
H 2.72 -1.59 -0.45
H 1.05 6.48 -0.78
H 1.12 8.96 -0.53
H 0.46 8.74 3.53
H 0.35 6.25 3.48
C 4.68 -1.61 -6.05
C 4.31 -0.29 -5.33
C 4.73 0.91 -6.22
C 5.08 -0.22 -4.02
C 2.82 -0.23 -5.14
C 2.00 -0.36 -6.32
C 0.65 -0.34 -6.26
C 0.06 -0.18 -4.98
S -1.59 -0.14 -4.64
C -1.21 0.07 -2.94
N 0.05 0.10 -2.63
C 0.84 -0.04 -3.78
C 2.21 -0.06 -3.89
C -2.32 0.15 -1.99
C -3.63 0.26 -2.45
C -4.71 0.26 -1.58
C -4.48 0.15 -0.21
C -3.18 0.04 0.28
C -2.13 0.06 -0.62
H 5.76 -1.64 -6.18
H 4.24 -1.69 -7.04
H 4.38 -2.48 -5.46
H 5.81 0.88 -6.36
H 4.46 1.86 -5.76
H 4.27 0.87 -7.21
H 6.15 -0.31 -4.22
H 4.80 -1.05 -3.36
H 4.93 0.73 -3.50
H 2.48 -0.48 -7.28
H 0.03 -0.44 -7.14
H 2.82 0.06 -3.01
H -3.83 0.34 -3.52
H -5.71 0.35 -1.96
H -5.31 0.12 0.48
H -3.03 -0.08 1.34
F 0.89 -1.73 1.10
Sb 0.06 -3.52 0.37
F 1.81 -3.93 -0.10
F 0.19 -4.15 2.10
F -0.84 -4.90 -0.46
F -1.50 -2.55 0.88
F 0.00 -2.32 -1.15
```

# 4
This record from the Open Molecules 2025 dataset describes a 3-piece molecular cluster, C13H20Br2NO7 overall at a distorted geometry. The level of theory is wB97M-V/def2-TZVPD.

## Properties
Strongest force on any atom in eV Å⁻¹: 3.24
Lowest unoccupied orbital energy in eV: 2.594
Calculated total energy in Eh: -6236.9002
Frontier orbital gap in eV: 6.6
Spin multiplicity: 1
HOMO level in Ha: -0.14655
Charge: -1

The geometry in XYZ format:
```
43
C13H20Br2NO7 wB97M-V/def2-TZVPD
C 1.88 1.95 1.66
C 0.63 1.86 2.52
Br -0.29 3.57 2.36
C -0.32 0.74 2.09
Br 1.00 -1.11 2.84
N -1.51 0.69 2.60
C -2.58 0.40 1.68
C -3.44 1.62 1.43
O -4.06 2.23 2.26
H 1.59 2.24 0.65
H 2.55 2.74 2.04
H 2.42 1.00 1.66
H 0.90 1.70 3.57
H -0.26 0.60 1.00
H -2.24 0.01 0.72
H -3.29 -0.34 2.10
H -3.52 1.94 0.36
C -1.62 -3.83 2.39
C -1.17 -3.69 0.96
C 0.26 -4.09 0.66
O 0.61 -3.22 -0.43
C -0.16 -2.12 -0.32
O 0.03 -1.09 -0.90
O -1.15 -2.31 0.57
H -2.66 -3.55 2.49
H -1.48 -4.86 2.72
H -1.03 -3.15 3.01
H -1.86 -4.21 0.28
H 0.37 -5.13 0.36
H 0.92 -3.88 1.51
C 1.49 1.50 -5.12
C 1.95 1.74 -3.71
C 1.17 1.01 -2.63
O 1.31 1.90 -1.52
C 1.51 3.14 -1.97
O 1.49 4.12 -1.29
O 1.75 3.12 -3.32
H 2.12 2.01 -5.84
H 1.51 0.43 -5.34
H 0.47 1.86 -5.25
H 3.02 1.53 -3.62
H 1.56 0.04 -2.34
H 0.12 0.91 -2.89
```

# 5
This record from the Open Molecules 2025 dataset describes C25H19Cl3CoF9N4OPSe2SiTe2 as an isolated structure. The level of theory is wB97M-V/def2-TZVPD.

## Properties
Strongest force on any atom in eV Å⁻¹: 0.55
Lowest unoccupied orbital energy (spin up / spin down) in eV: 3.800 / 3.800
Calculated total energy in Eh: -10890.6332
Frontier orbital gap (spin up / spin down) in eV: 4.7 / 4.8
Energy above the lowest of the compared OMol25 structures with the same formula, charge and spin in kcal per mole: 17.0
⟨S²⟩: 0.786
Spin multiplicity: 2
HOMO level (spin up / spin down) in Ha: -0.03438 / -0.03642
Charge: -2

The geometry in XYZ format:
```
68
C25H19Cl3CoF9N4OPSe2SiTe2 wB97M-V/def2-TZVPD
Co 2.75 0.37 0.51
Se 2.96 0.42 2.97
Te 5.13 -0.57 3.75
Te 6.72 0.54 1.84
Se 5.27 -0.05 -0.09
N 2.17 -1.90 -3.59
C 2.11 -0.82 -4.36
N 1.84 -1.00 -5.70
N 2.27 0.42 -3.94
C 2.36 0.54 -2.62
N 2.44 0.66 -1.48
H 1.87 -2.79 -3.94
H 2.42 -1.82 -2.57
H 2.21 -1.83 -6.11
H 1.99 -0.16 -6.24
Cl 1.62 3.77 2.14
Si 2.91 2.72 0.72
Cl 4.72 3.69 1.20
Cl 2.42 3.89 -1.05
F -4.15 -4.15 -2.19
C -3.47 -4.43 -1.06
F -4.41 -4.66 -0.12
F -2.84 -5.60 -1.27
C -2.54 -3.33 -0.67
C -3.07 -2.07 -0.42
C -2.24 -1.03 -0.07
C -0.85 -1.22 0.04
C -0.34 -2.48 -0.20
C -1.19 -3.54 -0.56
P 0.21 0.22 0.59
C -0.51 1.48 -0.53
C -0.80 1.14 -1.85
C -1.23 2.09 -2.76
C -1.37 3.41 -2.36
C -1.05 3.78 -1.06
C -0.61 2.82 -0.16
C -1.83 4.42 -3.36
F -2.21 5.58 -2.78
F -2.89 3.98 -4.08
F -0.87 4.73 -4.26
C -0.69 0.45 2.18
C -1.78 1.30 2.40
C -2.44 1.31 3.62
C -2.02 0.47 4.64
C -0.94 -0.38 4.44
C -0.29 -0.39 3.22
C -2.70 0.53 5.97
F -2.23 1.52 6.75
F -4.03 0.75 5.84
F -2.56 -0.61 6.67
H -4.14 -1.90 -0.51
H -2.66 -0.05 0.12
H 0.72 -2.66 -0.14
H -0.76 -4.51 -0.75
H -0.70 0.11 -2.18
H -1.45 1.80 -3.78
H -1.11 4.81 -0.76
H -0.30 3.13 0.82
H -2.13 1.95 1.61
H -3.28 1.97 3.77
H -0.61 -1.03 5.24
H 0.57 -1.04 3.08
C 3.00 -2.59 1.33
C 2.87 -1.58 0.21
O 2.77 -2.11 -0.92
H 3.26 -3.57 0.92
H 2.02 -2.65 1.83
H 3.72 -2.27 2.08
```

# 6
This record from the Open Molecules 2025 dataset describes C17H28AlF18N3O25S10 as an isolated structure at a distorted geometry. The level of theory is wB97M-V/def2-TZVPD.

## Properties
Strongest force on any atom in eV Å⁻¹: 15.78
Lowest unoccupied orbital energy in eV: -1.424
Calculated total energy in Eh: -8730.1373
Frontier orbital gap in eV: 8.5
Spin multiplicity: 1
HOMO level in Ha: -0.36523
Charge: 0

The geometry in XYZ format:
```
102
C17H28AlF18N3O25S10 wB97M-V/def2-TZVPD
Al -1.85 -0.41 -0.13
C -2.14 -3.89 2.51
F -2.23 -2.74 3.27
F -0.87 -4.44 2.37
F -2.85 -4.92 3.07
S -2.80 -3.48 0.78
O -3.39 -4.69 0.17
O -3.89 -2.51 0.98
N -1.64 -2.59 -0.21
S -1.06 -3.69 -1.13
O -0.68 -4.97 -0.47
O -1.93 -3.78 -2.28
C 0.56 -2.63 -1.69
F 0.30 -1.30 -1.62
F 1.56 -2.92 -0.87
F 0.82 -3.03 -2.90
C 2.05 0.88 -0.84
F 1.70 0.62 -2.14
F 2.50 -0.26 -0.24
F 2.99 1.81 -0.86
S 0.45 1.51 0.07
O 0.84 2.69 0.86
O -0.57 1.73 -0.99
N -0.24 0.18 0.97
S 0.46 0.20 2.33
O 1.92 0.48 2.40
O -0.38 0.95 3.27
C 0.35 -1.57 2.90
F 1.30 -2.28 2.18
F 0.44 -1.68 4.28
F -0.78 -2.03 2.48
C -4.34 1.99 -2.80
F -4.82 1.30 -3.90
F -4.73 3.24 -3.10
F -4.69 1.50 -1.48
S -2.32 1.98 -2.90
O -1.92 2.04 -4.26
O -1.87 3.11 -2.11
N -1.91 0.51 -2.03
S -1.82 -0.50 -3.18
O -1.80 -1.84 -2.46
O -2.72 -0.52 -4.29
C 0.00 -0.25 -3.98
F 0.04 0.03 -5.29
F 0.71 0.69 -3.34
F 0.71 -1.40 -3.77
O -2.22 1.29 0.48
S -2.62 2.70 0.42
O -3.89 3.14 -0.21
O -2.78 3.20 2.00
C -1.73 2.95 2.92
C -2.37 2.89 4.38
C -1.22 3.86 -0.27
H -0.93 3.68 2.77
H -1.30 2.03 2.55
H -2.46 3.95 4.60
H -1.53 2.55 4.99
H -3.29 2.31 4.45
H -1.42 4.90 -0.03
H -1.06 3.69 -1.34
H -0.30 3.57 0.24
O 5.53 2.08 -3.34
S 4.58 0.96 -3.17
O 3.72 0.86 -2.01
O 3.67 0.75 -4.53
C 2.39 1.47 -4.56
C 2.22 2.00 -5.86
C 5.54 -0.70 -3.19
H 2.36 2.25 -3.79
H 1.58 0.77 -4.36
H 2.22 1.16 -6.55
H 3.13 2.50 -6.20
H 1.31 2.57 -6.02
H 6.47 -0.67 -3.75
H 5.06 -1.49 -3.77
H 5.66 -1.08 -2.17
O -3.77 0.93 3.16
S -3.11 -0.34 2.84
O -2.75 -0.59 1.42
O -1.69 -0.56 3.68
C -1.72 0.00 5.01
C -0.34 -0.07 5.59
C -4.10 -1.75 3.56
H -2.29 -0.72 5.60
H -2.12 1.02 5.04
H 0.14 -1.04 5.53
H -0.31 0.34 6.59
H 0.26 0.59 4.96
H -3.49 -2.07 4.40
H -4.15 -2.60 2.87
H -5.15 -1.49 3.72
C 4.38 -0.61 0.96
C 4.61 -0.38 -0.51
O 5.15 -1.73 -0.80
S 4.30 -2.87 -0.01
O 5.23 -3.93 0.51
O 3.19 -3.23 -0.82
O 3.74 -1.81 1.22
H 3.85 0.17 1.51
H 5.40 -0.74 1.32
H 5.33 0.42 -0.70
H 3.64 -0.18 -0.96
```

# 7
This record from the Open Molecules 2025 dataset describes the molecule C13H8FNO2S at a distorted geometry. The level of theory is wB97M-V/def2-TZVPD.

## Properties
Strongest force on any atom in eV Å⁻¹: 5.71
Lowest unoccupied orbital energy in eV: -0.186
Calculated total energy in Eh: -1203.4123
Frontier orbital gap in eV: 8.9
Energy above the lowest of the compared OMol25 structures with the same formula, charge and spin in kcal per mole: 0.0
Spin multiplicity: 1
HOMO level in Ha: -0.33387
Charge: 0

The geometry in XYZ format:
```
26
C13H8FNO2S wB97M-V/def2-TZVPD
O -0.33 -0.66 -1.87
O 0.77 2.37 1.29
F 3.64 -3.18 -1.60
C -0.33 0.13 -0.96
C -3.55 2.19 -1.25
C 2.48 -2.71 1.69
C -3.51 2.93 -0.04
C 3.19 -3.17 0.63
C -2.54 1.32 -1.62
C 1.60 -1.61 1.56
C 2.35 -1.48 -0.74
C -2.44 2.71 0.80
C 3.05 -2.59 -0.58
C -1.52 1.02 -0.71
C 1.50 -0.96 0.26
C -1.51 1.71 0.49
N 0.57 0.11 0.11
S -0.05 1.13 1.41
H -4.21 2.26 -2.03
H 2.69 -3.18 2.66
H -4.14 3.83 0.21
H 3.83 -4.08 0.63
H -2.43 0.93 -2.62
H 0.93 -1.12 2.28
H 2.21 -1.11 -1.80
H -2.26 3.21 1.79
```

# 8
This record from the Open Molecules 2025 dataset describes the molecule C3H5N3S at a distorted geometry. The level of theory is wB97M-V/def2-TZVPD.

## Properties
Strongest force on any atom in eV Å⁻¹: 5.11
Lowest unoccupied orbital energy in eV: 0.460
Calculated total energy in Eh: -679.7080
Frontier orbital gap in eV: 9.8
Energy above the lowest of the compared OMol25 structures with the same formula, charge and spin in kcal per mole: 48.5
Spin multiplicity: 1
HOMO level in Ha: -0.34278
Charge: 0

The geometry in XYZ format:
```
12
C3H5N3S wB97M-V/def2-TZVPD
H -2.07 -1.53 -0.49
N -2.18 -0.59 -0.13
C -0.97 -0.04 0.06
C -0.90 1.44 0.22
S 0.83 1.70 -0.20
C 1.56 -0.09 -0.16
N 2.78 -0.44 0.11
H 2.76 -1.50 0.20
N 0.37 -0.82 -0.06
H -1.53 2.02 -0.52
H -1.04 1.74 1.21
H 0.39 -1.89 -0.23
```